Record 1
# C27H33ClN2O9OsP2S

A structure of composition C27H33ClN2O9OsP2S (wB97M-V/def2-TZVPD, the Open Molecules 2025 dataset).

```
76
Properties=species:S:1:pos:R:3:forces:R:3
Os 0.28272 -0.43429 0.87269 -0.610 -0.480 -0.044
O 4.00654 1.59798 0.91910 -0.060 -0.009 0.048
P 2.59514 1.05007 0.49560 -0.095 -0.084 0.065
O 1.53160 1.37198 1.53850 -0.011 0.169 -0.132
O 2.53675 -0.44110 0.26259 0.086 0.057 0.109
O 2.25163 1.82748 -0.84432 0.074 0.117 -0.085
P 0.66035 1.97048 -1.30797 -0.029 -0.261 0.058
O 0.14485 3.07774 -0.29510 -0.068 0.178 0.035
O 0.55919 2.35834 -2.70135 -0.025 -0.012 -0.037
O 0.04825 0.60931 -0.86341 0.379 0.137 -0.121
H 4.59760 1.77189 0.17805 0.059 0.040 -0.042
H 0.45407 2.90420 0.60901 -0.010 -0.059 -0.006
Cl 1.67500 -6.21847 1.82187 0.001 0.014 -0.013
C 1.77260 -4.91675 0.68669 -0.062 0.009 0.012
C 2.57666 -5.00705 -0.43492 0.004 -0.010 -0.005
C 2.59470 -3.93544 -1.31148 -0.044 0.010 0.000
C 1.83884 -2.81272 -1.01935 -0.016 -0.061 -0.060
N 1.07731 -2.73638 0.07029 0.287 0.174 0.025
C 1.02837 -3.76882 0.90241 -0.155 -0.094 -0.030
H 3.16383 -5.89696 -0.61530 -0.001 -0.002 -0.002
H 3.19521 -3.96354 -2.20918 0.001 0.001 -0.009
H 1.83807 -1.94853 -1.66716 0.039 0.049 0.004
H 0.35514 -3.69325 1.74735 0.028 0.022 0.054
O -5.69471 7.53410 -0.75744 0.003 -0.008 0.022
C -6.18239 6.56778 0.05984 0.016 0.024 -0.033
O -7.08930 6.81920 0.80410 -0.018 0.018 -0.005
C -5.53690 5.23015 -0.03978 -0.015 -0.036 0.026
C -4.23187 5.04515 -0.49127 -0.058 0.016 0.008
C -3.67150 3.78117 -0.53176 0.084 -0.054 -0.007
C -4.40007 2.65666 -0.12944 0.000 0.036 -0.001
S -3.65328 1.06169 -0.12730 -0.029 -0.057 -0.102
C -5.71807 2.85417 0.30161 -0.021 -0.050 -0.008
C -6.27243 4.11716 0.36182 0.021 0.050 0.003
H -5.05590 7.14878 -1.36924 -0.020 0.020 0.006
H -3.61761 5.89072 -0.77989 0.030 0.020 -0.010
H -2.65028 3.64746 -0.86576 0.006 0.011 -0.003
H -6.30281 1.99055 0.59296 -0.010 -0.017 0.007
H -7.28378 4.26498 0.71691 -0.011 0.006 -0.003
C -3.55347 -0.00410 3.31686 0.007 -0.022 -0.034
N -3.08039 1.26381 2.73610 0.018 0.009 0.051
C -3.84007 2.41421 3.25716 -0.015 0.027 -0.036
C -1.59652 1.50154 2.76665 -0.023 0.149 0.016
C -0.80896 0.48546 3.54094 0.026 -0.126 0.075
C -0.81600 0.54637 4.93119 -0.052 0.019 -0.045
C -0.13020 -0.38306 5.69501 0.020 -0.023 -0.008
C 0.59524 -1.38181 5.06441 0.001 -0.002 -0.068
C 0.63550 -1.43562 3.67761 -0.011 0.018 0.076
C -0.06911 -0.51426 2.90052 0.383 0.015 0.006
H -4.59742 -0.11673 3.03169 -0.024 -0.016 -0.006
H -3.45611 0.00090 4.40144 0.002 -0.013 0.000
H -2.97962 -0.82517 2.89467 0.007 -0.030 -0.007
H -3.33386 1.17797 1.61153 0.007 -0.043 0.029
H -3.62560 2.55529 4.31720 -0.008 0.009 0.024
H -4.90243 2.22961 3.11217 0.016 0.008 0.002
H -3.56293 3.30272 2.69362 -0.011 0.016 0.009
H -1.43621 2.49225 3.19312 0.000 -0.013 -0.009
H -1.29413 1.54949 1.71543 -0.013 -0.015 0.019
H -1.36404 1.34312 5.42262 -0.009 0.012 0.013
H -0.14715 -0.31665 6.77389 -0.003 -0.004 0.031
H 1.14989 -2.10595 5.64552 0.013 -0.014 0.023
H 1.25513 -2.18825 3.20526 -0.004 -0.015 -0.012
C -4.64884 -2.69132 0.64787 0.016 0.028 0.006
C -3.42721 -2.91818 -0.24942 0.052 0.033 -0.054
C -2.98457 -4.38661 -0.17921 -0.013 -0.003 -0.004
C -3.76857 -2.53647 -1.69723 -0.019 -0.015 0.012
C -2.30961 -2.08265 0.20250 -0.103 -0.086 0.170
C -1.34819 -1.43490 0.58345 -0.008 0.168 -0.012
H -5.45463 -3.35350 0.32868 -0.030 -0.007 -0.012
H -4.98699 -1.65909 0.56902 -0.007 0.060 0.018
H -4.41602 -2.91383 1.68985 0.010 -0.012 0.041
H -3.80349 -5.02770 -0.50809 -0.014 -0.017 -0.016
H -2.71565 -4.66687 0.83950 0.000 -0.009 0.035
H -2.12554 -4.56405 -0.82593 0.033 -0.005 -0.016
H -4.62682 -3.12396 -2.02725 -0.014 -0.018 -0.017
H -2.92931 -2.74398 -2.35980 0.034 0.010 -0.025
H -4.01513 -1.47840 -1.76686 -0.015 0.039 0.005
```
Positions in Å, forces in eV/Å.

HOMO-LUMO gap (alpha / beta)	7.4 / 5.1	eV
total energy	-94348.697	eV
expectation value of S²	6.042
2S+1	5
HOMO energy (alpha / beta)	-7.44 / -7.43	eV
energy relative to the best compared isomer or geometry (same formula, charge and spin)	104.8	kJ/mol
lowest unoccupied orbital energy (alpha / beta)	-0.0740 / -2.3071	eV

***

Record 2
# C27H33GeN2O3PdS3

A structure of composition C27H33GeN2O3PdS3 (wB97M-V/def2-TZVPD, the Open Molecules 2025 dataset).

```
70
Properties=species:S:1:pos:R:3:forces:R:3
Pd -2.38251 0.22230 0.84857 -0.193 -0.443 0.037
O -3.78798 -0.68707 2.50687 0.199 0.189 -0.065
N -3.37151 -1.65888 3.08631 -0.053 -0.100 -0.022
N -2.55567 -2.45353 2.26626 -0.090 -0.051 0.038
O -2.41505 -2.18771 1.06233 0.137 0.392 0.004
C -1.95043 -3.59369 2.86329 -0.022 -0.019 -0.006
C -1.20698 -4.43359 2.03837 0.004 -0.008 0.062
C -0.58941 -5.53379 2.60292 -0.006 0.016 -0.024
C -0.71422 -5.78359 3.96440 0.010 -0.020 0.010
C -1.46037 -4.93430 4.77141 -0.013 0.020 -0.006
C -2.09002 -3.82758 4.23094 0.008 -0.040 -0.020
H -1.12553 -4.21998 0.98319 0.004 0.007 -0.012
H -0.01088 -6.20061 1.97865 0.001 0.001 0.001
H -0.22878 -6.64719 4.39839 -0.001 0.001 0.001
H -1.55548 -5.13491 5.82934 0.000 0.001 0.000
H -2.67490 -3.16675 4.85111 0.001 -0.002 0.000
C 5.12262 2.01765 0.55797 -0.003 0.006 -0.012
C 4.54417 2.28521 -0.82657 0.001 -0.004 0.016
C 3.48871 1.26678 -1.25397 0.003 0.000 -0.016
C 2.24865 1.27918 -0.35568 -0.037 0.005 -0.021
Ge 0.79560 0.18294 -1.04321 -0.040 -0.075 -0.005
C 0.55923 -1.49685 -0.07223 0.028 0.062 -0.035
C 1.82254 -2.33197 0.17951 0.017 0.000 -0.018
C 2.18815 -3.27816 -0.96170 0.001 0.015 -0.008
C 2.47863 -2.57945 -2.28482 -0.010 -0.012 0.021
H 5.91793 2.72464 0.79270 -0.001 -0.002 0.006
H 5.54544 1.01187 0.61577 0.000 -0.001 0.002
H 4.36539 2.10862 1.33838 0.002 0.000 0.002
H 5.35135 2.28282 -1.56265 -0.004 0.004 -0.004
H 4.09893 3.28496 -0.85477 0.004 0.004 -0.007
H 3.93822 0.26794 -1.25758 -0.001 -0.002 0.000
H 3.19126 1.47346 -2.28673 -0.001 -0.003 0.003
H 1.87315 2.30071 -0.25428 -0.026 0.040 -0.008
H 2.48478 0.92500 0.65075 -0.003 0.003 0.001
H 0.71735 0.11888 -2.57104 0.005 0.002 0.001
H -0.21401 -2.09651 -0.56060 0.002 -0.005 0.009
H 0.14268 -1.16745 0.88739 0.002 -0.019 -0.006
H 1.67570 -2.92514 1.08621 0.001 0.002 0.005
H 2.67434 -1.67481 0.38914 -0.001 -0.001 0.006
H 1.37548 -3.99833 -1.10346 0.000 -0.002 0.005
H 3.06278 -3.85838 -0.65992 -0.001 -0.004 0.000
H 1.58197 -2.12720 -2.71177 0.001 0.004 -0.006
H 2.86314 -3.28250 -3.02314 0.000 0.004 -0.004
H 3.22956 -1.79449 -2.15949 0.001 0.003 -0.003
O -0.82204 0.94338 -0.52136 0.010 0.055 0.016
C -1.50794 2.08489 -1.07114 -0.040 0.019 -0.009
C -0.55525 3.22044 -1.35644 -0.051 0.003 -0.066
C -0.22026 4.26777 -0.54774 0.072 -0.021 0.046
C 0.82992 5.06198 -1.07906 0.005 -0.018 0.029
C 1.26564 4.60151 -2.28327 -0.057 0.036 -0.057
S 0.37742 3.24169 -2.80705 0.135 -0.081 0.106
C -2.47248 2.44832 0.05775 0.009 -0.056 0.032
C -2.14276 2.48094 1.41020 0.000 0.093 0.014
C -3.22037 2.96590 2.21464 0.010 0.021 0.002
C -4.30854 3.28842 1.47180 -0.010 -0.020 -0.015
S -4.07514 3.01175 -0.20302 -0.008 0.016 0.014
C -2.27086 1.64278 -2.30386 -0.003 0.025 -0.017
C -2.59859 0.36293 -2.64236 0.010 0.004 -0.016
C -3.40016 0.29166 -3.81281 0.001 -0.024 0.012
C -3.67182 1.52033 -4.32745 -0.002 0.039 0.014
S -2.94808 2.76961 -3.41409 0.010 -0.045 -0.020
H -0.70026 4.46878 0.39881 0.002 -0.003 0.002
H 1.23447 5.93593 -0.59077 0.002 -0.002 0.001
H 2.03638 5.01614 -2.91331 -0.011 0.013 -0.004
H -1.13299 2.33703 1.77315 -0.002 -0.015 -0.007
H -3.17112 3.06952 3.28821 0.000 0.003 0.000
H -5.25906 3.65943 1.82087 0.001 -0.003 0.008
H -2.27339 -0.50126 -2.07976 -0.002 -0.004 -0.004
H -3.75102 -0.63053 -4.25125 -0.001 0.001 -0.003
H -4.24572 1.76206 -5.20728 -0.003 -0.004 0.000
```
Positions in Å, forces in eV/Å.

HOMO-LUMO gap (alpha / beta)	7.7 / 5.9	eV
total energy	-130148.309	eV
expectation value of S²	2.025
2S+1	3
HOMO energy (alpha / beta)	-11.30 / -11.34	eV
energy relative to the best compared isomer or geometry (same formula, charge and spin)	19.9	kJ/mol
charge	+1
lowest unoccupied orbital energy (alpha / beta)	-3.5975 / -5.4496	eV

***

Record 3
# C27H33N4O

A cluster of 2 separate species, C27H33N4O in total at a distorted geometry (wB97M-V/def2-TZVPD, the Open Molecules 2025 dataset).

```
65
Properties=species:S:1:pos:R:3:forces:R:3
C 2.50600 4.82571 -0.20250 -0.444 -0.022 0.041
N 2.21382 3.41386 -0.38610 0.276 -1.266 -0.171
C 3.20474 2.50786 -0.69262 -0.493 0.792 0.093
O 4.38156 2.75302 -0.84823 -0.746 -0.286 0.100
C 2.54368 1.14300 -0.78820 -0.259 -0.980 -0.478
C 3.10566 0.17146 0.25304 -0.204 -0.151 0.412
C 4.57354 -0.10615 0.10584 0.259 0.116 -0.041
C 5.46430 0.24228 1.11079 -0.284 0.018 -0.020
C 6.81980 0.03467 0.95939 0.091 0.025 0.170
C 7.30391 -0.52607 -0.20354 0.294 0.021 -0.007
C 6.43086 -0.89100 -1.20683 -0.025 -0.101 -0.218
C 5.07501 -0.68665 -1.04913 -0.146 0.011 0.066
N 1.07397 1.36977 -0.60722 -0.524 -0.830 -0.127
C 0.11032 0.40289 -0.70063 2.238 2.089 0.256
C -1.23591 0.65789 -0.53783 -1.370 0.110 0.143
C -2.26361 -0.26417 -0.57576 1.115 0.506 0.086
C -3.63615 0.07532 -0.40220 -0.626 0.242 0.104
C -4.62784 -0.92000 -0.47237 0.333 0.094 0.004
C -5.95600 -0.60552 -0.30931 -0.046 0.004 -0.001
C -6.36053 0.70337 -0.06339 0.020 -0.077 -0.030
C -7.80258 1.03245 0.11072 -0.279 0.272 0.077
C -5.38848 1.69572 0.01507 0.103 0.024 -0.005
C -4.05976 1.39544 -0.15088 0.108 -0.313 -0.060
C 0.84225 2.83709 -0.34659 0.215 0.636 0.043
C 0.25236 3.06206 1.04248 -0.019 -0.160 0.124
C 0.03123 3.46986 -1.47547 -0.074 -0.121 -0.168
H 3.57959 4.99136 -0.26149 -0.039 -0.278 -0.047
H 2.01886 5.41987 -0.97347 0.015 0.096 -0.054
H 2.15477 5.15768 0.77270 0.018 0.071 0.063
H 2.70028 0.75213 -1.80180 0.085 0.045 0.179
H 2.90882 0.58048 1.24872 0.014 0.050 -0.033
H 2.55436 -0.77094 0.20939 -0.116 -0.013 -0.135
H 5.08701 0.68559 2.01580 -0.071 0.157 0.242
H 7.50023 0.31745 1.74712 0.060 0.038 0.096
H 8.36452 -0.66765 -0.33121 0.151 -0.056 -0.020
H 6.81094 -1.32795 -2.11660 0.012 -0.071 -0.116
H 4.39489 -0.97498 -1.83142 -0.155 -0.104 -0.300
H 0.42713 -0.60159 -0.91180 0.442 -0.274 -0.051
H -1.51021 1.67390 -0.35016 -0.072 0.164 0.002
H -2.01055 -1.30159 -0.69754 0.001 -0.552 -0.096
H -4.33084 -1.93853 -0.65311 0.088 -0.264 -0.044
H -6.70540 -1.37646 -0.37094 -0.102 -0.200 -0.016
H -7.94881 2.09603 0.30123 0.029 -0.052 -0.012
H -8.37331 0.77720 -0.78268 -0.005 -0.087 0.005
H -8.23072 0.48601 0.95160 -0.011 -0.080 -0.032
H -5.68771 2.71144 0.20950 -0.045 0.204 0.036
H -3.33706 2.18616 -0.07790 0.114 0.262 0.021
H 0.93442 2.66796 1.79559 0.019 0.008 0.005
H 0.10565 4.12404 1.23420 0.037 0.014 -0.096
H -0.70639 2.56722 1.17339 -0.023 0.050 0.011
H 0.56614 3.34860 -2.41725 0.022 0.006 -0.010
H -0.95134 3.02196 -1.59421 -0.027 0.052 0.015
H -0.11134 4.53468 -1.29983 0.053 -0.002 0.098
C -0.38669 -7.05127 0.82515 -0.033 0.236 -0.101
N -1.07690 -5.76513 0.93919 0.092 0.591 -0.420
C -0.89392 -4.65492 0.13550 -0.154 -0.657 0.535
N -1.67080 -3.66330 0.50107 0.452 0.554 -0.784
C -2.37778 -4.10895 1.55800 -0.439 -0.700 0.879
C -2.03476 -5.40672 1.85233 -0.260 0.519 0.007
H -0.72938 -7.73766 1.59644 -0.082 0.169 0.009
H -0.58287 -7.49677 -0.14773 -0.044 -0.008 -0.010
H 0.68658 -6.91229 0.93620 0.012 0.021 0.041
H -0.19817 -4.60068 -0.68853 0.023 -0.300 0.091
H -3.10469 -3.50767 2.08940 0.126 -0.008 -0.163
H -2.43674 -6.02883 2.63660 0.297 -0.250 -0.185
```
Positions in Å, forces in eV/Å.

HOMO-LUMO gap	6.5	eV
total energy	-36536.707	eV
2S+1	1
HOMO energy	-10.96	eV
energy relative to the best compared isomer or geometry (same formula, charge and spin)	0.0	kJ/mol
charge	+1
lowest unoccupied orbital energy	-4.4351	eV

***

Q: The highest energy relative to the best compared isomer or geometry (same formula, charge and spin) belongs to which entry?
A: C27H33ClN2O9OsP2S